No. 1
C34H31AsN3O3PdS2 as an isolated structure. Source: OMol25; level of theory: the ωB97M-V functional and the def2-TZVPD basis.

The energy above the lowest of the compared OMol25 structures with the same formula, charge and spin comes out at 149.3 kJ/mol. The frontier orbital gap (spin up / spin down) is 4.9194 / 5.0138 eV. Its HOMO energy (spin up / spin down) is -10.6 / -10.6 eV. The electronic energy is -132356.0984 eV. Its net charge is +1.

XYZ file:
```
75
Properties=species:S:1:pos:R:3:forces:R:3
Pd -0.3274 0.0004 0.1120 -0.066 -0.545 0.080
C -1.0289 -4.3258 -1.2238 -0.055 0.000 -0.009
C -1.2374 -3.2891 -2.2781 0.094 -0.048 -0.052
C -1.7331 -3.6406 -3.5071 0.103 0.077 0.275
C -1.9546 -2.6514 -4.4610 -0.043 0.025 -0.140
C -1.6270 -1.3174 -4.2479 0.016 0.114 -0.006
C -1.0930 -0.8964 -3.0533 -0.031 0.330 -0.167
C -0.6449 0.5062 -2.8944 0.015 0.098 0.095
C -0.9576 -1.8681 -1.9842 0.115 -0.755 0.275
N -0.6840 -1.6590 -0.7307 -0.169 0.622 -0.128
H -1.1058 -5.3201 -1.6577 0.032 -0.015 0.014
H -1.8009 -4.2438 -0.4547 -0.038 -0.046 -0.037
H -0.0691 -4.2136 -0.7242 0.036 0.015 -0.026
H -1.9678 -4.6697 -3.7403 0.020 -0.038 0.061
H -2.3653 -2.9394 -5.4210 -0.014 0.022 -0.028
H -1.7634 -0.6040 -5.0491 0.006 0.027 0.003
H -0.6167 1.0127 -3.8569 0.007 0.025 -0.001
H 0.3392 0.5893 -2.4265 -0.015 -0.062 -0.059
H -1.3193 1.0772 -2.2448 -0.013 -0.019 -0.024
C -5.0247 0.3191 4.2139 0.007 0.047 0.025
C -5.2314 -0.7022 3.2974 -0.015 -0.006 0.029
C -4.5992 -0.6679 2.0652 -0.059 -0.046 -0.146
C -3.7596 0.3945 1.7482 0.054 0.053 0.070
C -3.5559 1.4245 2.6611 0.065 -0.045 0.060
C -4.1937 1.3811 3.8926 -0.023 -0.032 0.005
As -2.8494 0.4782 0.0472 0.197 0.313 -0.232
C -3.8706 -0.5709 -1.2060 -0.071 -0.100 -0.016
C -4.0062 -1.9510 -1.2690 0.021 0.047 0.034
C -4.7584 -2.5223 -2.2841 -0.032 -0.034 0.025
C -5.3577 -1.7127 -3.2391 -0.039 -0.040 -0.055
C -5.2251 -0.3342 -3.1840 0.057 0.038 0.031
C -4.4818 0.2509 -2.1650 0.046 -0.142 0.096
C -4.2903 1.6982 -1.9639 0.096 0.128 0.042
C -4.8428 2.6912 -2.7665 0.045 -0.042 0.099
C -4.6313 4.0222 -2.4479 -0.016 0.035 -0.015
C -3.8764 4.3696 -1.3366 0.018 0.050 0.026
C -3.3031 3.3913 -0.5375 -0.030 -0.093 0.006
C -3.5088 2.0588 -0.8558 -0.100 -0.018 -0.118
H -5.5193 0.2921 5.1753 -0.011 -0.014 0.016
H -5.8962 -1.5207 3.5388 -0.008 -0.022 -0.007
H -4.7906 -1.4573 1.3485 0.041 0.015 -0.008
H -2.8861 2.2398 2.4317 -0.017 -0.006 -0.018
H -4.0328 2.1807 4.6030 -0.004 0.011 0.006
H -3.5340 -2.5830 -0.5262 -0.012 0.023 0.042
H -4.8827 -3.5962 -2.3294 -0.001 -0.020 0.003
H -5.9480 -2.1612 -4.0272 -0.013 -0.004 -0.015
H -5.7123 0.2791 -3.9294 -0.009 0.023 -0.014
H -5.4476 2.4363 -3.6260 -0.011 -0.025 -0.013
H -5.0653 4.7971 -3.0654 -0.003 0.002 -0.010
H -3.7278 5.4135 -1.0944 0.007 -0.002 0.009
H -2.7038 3.6612 0.3174 0.041 -0.003 0.035
N -1.8884 -2.4404 1.7690 -0.125 0.042 0.009
C -1.0667 -1.7059 2.5663 0.179 0.001 -0.181
N -0.0186 -1.0829 2.0968 0.144 -0.223 0.264
C 0.7184 -0.5169 3.1440 -0.065 0.106 0.118
C 1.9579 0.1033 3.0312 -0.026 -0.027 0.079
C 2.5541 0.5955 4.1765 -0.025 -0.007 0.014
C 1.9361 0.4822 5.4234 0.029 0.018 -0.004
C 0.7124 -0.1475 5.5514 0.017 0.004 0.019
C 0.1226 -0.6507 4.4017 0.017 0.012 -0.019
S -1.3635 -1.5588 4.2672 0.099 0.046 -0.016
H -1.4495 -2.7481 0.9138 -0.011 0.008 -0.013
H -2.5270 -3.0737 2.2178 -0.006 -0.022 0.024
H 2.4333 0.2063 2.0682 -0.018 -0.020 -0.005
H 3.5186 1.0786 4.1040 0.019 0.006 0.003
H 2.4257 0.8780 6.3025 0.002 0.007 0.007
H 0.2412 -0.2571 6.5185 -0.012 -0.004 0.006
C 0.7553 4.3465 0.8982 -0.015 -0.163 -0.008
S 0.1006 2.7398 0.5393 0.436 0.289 0.392
O -0.2871 2.6924 -0.8499 -0.190 0.451 -0.760
O 1.1712 1.7568 0.8086 -0.351 -0.392 -0.202
O -1.0177 2.5020 1.4474 -0.281 0.078 0.185
H 1.5379 4.5742 0.1801 0.017 -0.053 -0.035
H 1.1535 4.3485 1.9090 -0.021 -0.058 0.037
H -0.0546 5.0663 0.8120 -0.032 -0.015 -0.031
```
Positions in Å, forces in eV/Å.

No. 2
A 7-piece molecular cluster, C28H56O7 overall. Source: OMol25; level of theory: the ωB97M-V functional and the def2-TZVPD basis.

The energy above the lowest of the compared OMol25 structures with the same formula, charge and spin comes out at 168.8 kJ/mol. The frontier orbital gap is 9.8141 eV. Its HOMO energy is -9.3 eV. The electronic energy is -44271.7246 eV. Its net charge is 0. As for the SMILES: C1CCOC1.C1CCOC1.C1CCOC1.C1CCOC1.C1CCOC1.C1CCOC1.C1CCOC1.

XYZ file:
```
91
Properties=species:S:1:pos:R:3:forces:R:3
C -0.5450 1.2329 -0.8910 1.610 -0.195 -0.140
C -1.2005 1.4621 0.4864 1.980 0.820 -0.433
C -0.4293 0.5281 1.4328 -0.360 -1.164 -1.659
O 0.8231 0.3056 0.7584 -0.110 0.465 1.334
C 0.4973 0.0985 -0.6053 0.156 0.890 0.463
H 0.0917 2.0810 -1.2892 -1.150 -0.609 0.590
H -1.3145 0.9862 -1.5957 -0.028 -0.108 -0.658
H -2.2159 1.2547 0.3954 -1.882 -0.413 0.153
H -1.0847 2.5279 0.7436 -0.045 -0.456 0.285
H -0.9115 -0.4875 1.5552 0.087 1.005 -0.084
H -0.3221 0.9810 2.3815 0.672 0.246 1.080
H 0.1202 -0.9375 -0.6375 0.035 0.303 -0.830
H 1.4633 0.2982 -1.1225 -0.863 -0.756 -0.116
C -4.2267 -1.9716 -1.5072 -0.887 0.658 0.463
C -3.2848 -1.1687 -2.3790 1.507 -0.183 -0.035
C -2.1143 -2.2345 -2.5363 -1.129 0.181 0.352
O -2.8204 -3.4964 -2.5661 0.788 0.303 -0.114
C -4.1331 -3.3975 -2.0136 1.115 -0.707 0.699
H -5.2544 -1.6462 -1.5321 -0.458 0.347 -0.269
H -3.9348 -1.7684 -0.4661 0.161 -0.821 -0.110
H -3.0158 -0.1762 -1.9515 0.107 -0.926 -0.062
H -3.6686 -0.9314 -3.3637 -0.281 -0.248 -0.278
H -1.3226 -2.2089 -1.7470 -0.852 -0.039 -0.191
H -1.6037 -2.1879 -3.4805 0.238 0.331 -0.480
H -4.1823 -4.1801 -1.2338 -0.227 0.505 -0.028
H -4.8511 -3.7017 -2.7834 -0.084 0.532 0.014
C 2.1757 -3.1613 0.4421 -1.099 -1.679 -0.327
C 1.6722 -4.5980 0.2152 -1.080 -0.336 -0.134
C 2.2886 -5.3549 1.3763 -1.019 0.397 -0.718
O 2.2233 -4.4420 2.4328 0.032 0.866 1.089
C 2.0886 -3.0985 1.9500 0.504 0.813 0.741
H 1.5636 -2.4578 -0.1090 0.121 0.323 0.113
H 3.1579 -3.2380 0.0238 0.923 0.780 0.145
H 1.9743 -5.0329 -0.7309 -0.055 0.097 -0.293
H 0.5807 -4.6479 0.3049 0.054 0.042 -0.162
H 3.3084 -5.5412 1.0623 0.508 -0.686 0.469
H 1.6856 -6.2317 1.6795 0.773 0.124 -0.334
H 2.8659 -2.4754 2.3955 0.476 -0.179 -0.083
H 1.1906 -2.6025 2.3667 -0.183 -0.653 -0.561
C 4.9428 -0.8877 -3.5120 3.146 -0.306 0.757
C 3.5625 -0.6970 -3.0577 -1.652 1.016 -0.935
C 2.8946 -2.0406 -3.3120 -0.366 -0.538 -0.652
O 3.9381 -3.0012 -3.4417 -0.052 0.022 -0.045
C 5.1659 -2.3371 -3.1767 0.621 -1.135 -0.569
H 5.7494 -0.3192 -2.9663 -1.063 -0.216 -0.501
H 5.1326 -0.7600 -4.5491 -0.270 0.380 -1.089
H 3.0610 0.0333 -3.7191 0.044 0.126 0.825
H 3.5547 -0.4064 -2.0208 -0.254 0.190 0.384
H 2.3224 -2.0196 -4.2744 0.289 -0.086 0.760
H 2.2423 -2.3740 -2.5061 -0.266 0.187 0.053
H 5.9412 -2.8761 -3.7633 -0.328 0.543 0.330
H 5.4159 -2.4008 -2.1314 0.151 -0.260 0.688
C -3.8252 4.0619 0.1582 -1.290 0.104 0.408
C -4.9482 2.9999 -0.0850 0.115 0.763 0.189
C -4.5679 2.2830 -1.3730 0.031 -1.306 0.680
O -3.3521 2.8439 -1.7985 0.109 0.657 0.217
C -3.3142 4.1850 -1.2306 1.996 -0.461 -1.968
H -3.0275 3.6965 0.8255 -0.480 0.175 -0.190
H -4.2979 4.9897 0.5641 0.701 -0.611 -0.286
H -5.9466 3.4188 -0.0429 -0.109 0.351 -0.406
H -4.9467 2.2739 0.6740 0.047 -0.862 1.287
H -5.3415 2.2502 -2.1467 0.078 0.338 -0.057
H -4.3637 1.2350 -1.0642 -0.112 0.365 -0.621
H -3.8690 4.8004 -1.9246 -0.655 0.550 0.218
H -2.2569 4.4884 -1.3812 -0.505 -0.045 0.532
C 4.1807 1.5370 0.2659 0.552 1.142 -0.378
C 4.1993 0.5427 1.3961 1.158 -0.798 -0.096
C 4.7020 -0.7499 0.7006 0.598 1.264 0.260
O 5.6330 -0.2806 -0.2647 0.710 -0.468 -0.086
C 5.4606 1.0936 -0.5069 -1.287 0.289 -1.118
H 4.2597 2.5979 0.6519 -0.136 -1.112 -0.602
H 3.3120 1.4672 -0.4145 0.229 -0.056 0.536
H 3.2761 0.2956 1.8436 -1.196 0.287 0.683
H 4.9384 0.9267 2.1431 -0.568 -0.670 -0.359
H 3.9352 -1.2458 0.1138 -0.475 -0.276 0.555
H 5.2337 -1.4095 1.3951 -0.315 -0.164 -0.219
H 5.2930 1.1985 -1.6089 0.358 0.328 0.798
H 6.3512 1.6134 -0.1990 0.380 0.440 0.091
C -2.6477 3.8384 3.7094 0.980 1.442 1.578
C -2.4559 3.7346 5.2827 -0.599 -0.158 -0.970
C -3.0340 2.3521 5.5663 0.457 0.168 -0.156
O -4.0224 2.1134 4.5681 0.783 -0.157 0.213
C -3.5279 2.6742 3.3512 -0.426 -0.026 -0.151
H -1.6624 3.9271 3.2522 0.002 -0.734 -0.296
H -3.0746 4.8086 3.4803 -0.496 0.052 -0.032
H -3.0254 4.5138 5.7901 -0.089 -0.087 -0.050
H -1.4256 3.8388 5.5912 0.292 -0.073 -0.014
H -3.4158 2.2411 6.5485 -1.267 0.327 0.853
H -2.2741 1.5846 5.6261 0.629 -0.409 -0.934
H -4.4162 2.9772 2.8239 -0.295 0.209 -0.355
H -2.9934 1.9895 2.6886 0.041 -0.569 0.348
```
Positions in Å, forces in eV/Å.

No. 3
C5H11CdO2 as an isolated structure. Source: OMol25; level of theory: the ωB97M-V functional and the def2-TZVPD basis.

The energy above the lowest of the compared OMol25 structures with the same formula, charge and spin comes out at 0.0 kJ/mol. The frontier orbital gap is 8.1391 eV. Its HOMO energy is -13.7 eV. The electronic energy is -14010.6468 eV. Its net charge is +1.

XYZ file:
```
19
Properties=species:S:1:pos:R:3:forces:R:3
C 1.3116 -0.7232 1.7552 -0.556 1.195 0.505
C 2.7399 -0.7282 1.2294 0.292 0.022 -0.017
H 0.7741 0.2648 1.4852 0.641 -1.762 0.183
H 1.2832 -0.7112 2.8532 0.209 -0.087 -0.195
H 2.7700 -0.5734 0.1424 0.023 -0.101 0.219
H 3.2381 -1.6842 1.4508 -0.175 0.309 -0.098
H 3.3401 0.0657 1.6935 -0.161 -0.179 -0.140
O -3.0653 1.3401 -1.4972 -1.206 3.214 2.582
C -2.2208 1.6079 -0.4786 0.464 0.584 0.571
C -0.9313 0.8957 -0.3002 0.382 0.151 -2.208
O -0.5520 -0.2288 -0.7350 0.174 1.169 -0.058
C -0.9736 -0.8843 -2.0228 0.836 -1.673 0.009
Cd -2.8142 -0.0722 -2.6822 0.261 -2.953 -2.541
H -2.6752 1.4644 0.5336 0.013 0.046 0.052
H -1.8957 2.6769 -0.4307 -0.300 -0.313 -0.198
H -0.0911 1.5557 -0.0411 -0.213 -0.574 1.519
H -0.9049 -1.9452 -1.7524 -0.204 0.336 -0.210
H -0.1096 -0.6808 -2.6724 -0.308 0.046 0.291
H 0.7765 -1.6395 1.4693 -0.174 0.571 -0.265
```
Positions in Å, forces in eV/Å.